# 1
Entry from the OMol25 dataset: the ion C2H10N2O3P with charge +1 in a non-equilibrium geometry (ωB97M-V/def2-TZVPD).

Each line ends with the Mulliken charge.
Atoms and positions in Å:
N1 2.310 1.256 -0.951  -0.63
C1 1.930 0.372 0.187  -0.62
C2 0.476 -0.141 -0.122  0.12
N2 -0.013 -1.314 0.715  -0.19
O1 -0.485 0.860 0.210  -0.03
P1 -2.008 0.973 -0.020  0.15
O2 -2.244 -0.215 -1.236  -0.52
O3 -2.396 -0.016 1.222  -0.60
H1 1.964 0.805 -1.722  0.25
H2 1.840 2.237 -0.982  0.29
H3 2.752 -0.416 0.257  0.38
H4 2.056 0.995 1.083  0.40
H5 0.349 -0.262 -1.230  0.22
H6 -0.951 -1.062 1.115  0.33
H7 0.689 -1.438 1.441  0.38
H8 -0.116 -2.227 0.241  0.38
H9 -2.841 -0.267 -1.900  0.32
H10 -3.314 -0.142 1.694  0.36

Its charge is +1. The calculation puts the total energy at -20641.4955 eV. Its relative energy (zero: lowest compared OMol25 entry of this formula, charge and spin) is 127.7 kJ/mol. For the orbital gap, the calculation gives 10.18 eV. Its SMILES is NC[C@@H]([NH3+])OP(O)O.

---

# 2
Entry from the OMol25 dataset: a structure of composition C6H13AuO3 in a non-equilibrium geometry (ωB97M-V/def2-TZVPD).

Each line ends with the Mulliken charge.
Atoms and positions in Å:
H1 -1.608 0.828 -2.494  0.29
C1 -0.840 0.044 -2.537  -0.62
H2 0.202 2.282 -1.762  0.40
H3 -0.329 0.129 -3.508  0.32
H4 -1.332 -0.917 -2.356  0.29
C2 0.871 1.437 -1.542  -0.42
H5 1.607 1.353 -2.356  0.38
O1 0.095 0.231 -1.483  -0.15
C3 1.519 1.602 -0.179  -0.29
H6 2.230 2.444 -0.228  0.43
H7 0.721 1.861 0.542  0.28
O2 2.148 0.416 0.238  -0.41
C4 1.355 -0.883 1.832  -0.82
H8 1.409 0.068 2.373  0.27
O3 -0.962 -0.507 1.982  -0.25
C5 0.030 -1.387 1.685  0.33
C6 -2.273 -0.913 1.633  -0.66
H9 -2.270 -1.388 0.639  0.32
H10 -2.880 -0.003 1.578  0.28
H11 -0.183 -2.434 1.941  0.58
H12 -2.677 -1.614 2.379  0.35
Au1 1.045 -1.006 -0.394  0.63
H13 2.121 -1.644 2.015  0.46

Its charge is +2. The calculation puts the total energy at -16241.5232 eV. Its relative energy (zero: lowest compared OMol25 entry of this formula, charge and spin) is 0.0 kJ/mol. As for the spin multiplicity: 3. For the orbital gap (spin up / spin down), the calculation gives 9.24 / 6.41 eV. As for the expectation value of S²: 2.0213.

---

# 3
Entry from the OMol25 dataset: a structure of composition C32H81CaO20V2 in a non-equilibrium geometry (ωB97M-V/def2-TZVPD).

Each line ends with the Mulliken charge.
Atoms and positions in Å:
O1 -13.489 26.510 -13.744  -0.06
V1 -14.224 25.304 -13.098  1.88
O2 -13.320 24.671 -11.906  -0.53
O3 -17.972 26.972 -15.431  -0.63
V2 -18.042 25.326 -15.163  1.07
O4 -18.017 24.621 -16.616  -0.48
Ca1 -16.983 23.114 -10.510  1.53
C1 -16.345 23.821 -13.645  1.63
O5 -15.786 23.623 -12.611  -0.78
O6 -17.312 23.199 -14.140  -0.99
O7 -16.090 24.945 -14.127  0.15
O8 -17.200 27.873 -11.381  -0.52
C2 -16.757 26.656 -11.301  0.15
O9 -15.567 26.528 -11.670  -0.59
O10 -17.514 25.733 -10.899  -0.89
H1 -16.381 28.114 -11.820  0.26
C3 -13.530 26.196 -9.024  -1.41
C4 -14.186 24.906 -8.571  0.99
C5 -14.938 24.884 -7.191  -1.43
O11 -15.222 24.594 -9.563  0.49
H2 -14.264 27.001 -9.007  0.49
H3 -13.112 26.190 -10.031  0.12
H4 -12.588 26.444 -8.534  0.49
H5 -13.486 24.102 -8.798  -0.05
H6 -15.699 25.649 -7.343  0.32
H7 -14.372 25.205 -6.316  0.39
H8 -15.416 23.942 -6.923  0.31
H9 -15.366 25.441 -9.990  -0.34
C6 -13.994 19.789 -8.849  -1.50
C7 -14.518 20.881 -9.839  0.68
C8 -14.600 20.266 -11.240  -1.20
O12 -15.866 21.288 -9.593  -0.42
H10 -13.010 19.435 -9.155  0.38
H11 -14.671 18.940 -8.945  0.48
H12 -13.991 20.058 -7.793  0.37
H13 -13.806 21.689 -10.010  0.06
H14 -14.926 20.970 -12.006  0.14
H15 -15.055 19.276 -11.210  0.40
H16 -13.569 20.035 -11.506  0.40
H17 -16.330 20.580 -9.142  0.25
C9 -7.827 26.253 -11.807  -1.42
C10 -9.223 26.863 -11.819  1.09
C11 -9.359 28.141 -10.847  -1.35
O13 -9.658 27.251 -13.110  -0.35
H18 -7.855 25.455 -12.549  0.23
H19 -7.650 25.802 -10.830  0.33
H20 -7.100 26.971 -12.186  0.34
H21 -9.955 26.141 -11.457  -0.16
H22 -8.780 28.045 -9.928  0.39
H23 -10.417 28.223 -10.598  0.30
H24 -9.087 29.118 -11.247  0.43
H25 -9.601 28.206 -13.185  0.02
C12 -14.238 29.024 -17.861  -1.18
C13 -14.829 27.664 -18.311  0.24
C14 -15.141 26.767 -17.074  0.38
O14 -16.004 28.138 -18.904  -0.58
H26 -14.179 29.546 -18.816  0.50
H27 -13.210 28.933 -17.510  0.15
H28 -14.772 29.512 -17.044  0.07
H29 -14.098 27.241 -19.000  0.12
H30 -15.671 27.300 -16.285  -0.59
H31 -14.300 26.397 -16.487  -0.09
H32 -15.838 25.990 -17.386  0.40
H33 -16.268 27.400 -19.458  0.36
C15 -10.793 26.243 -16.006  -0.67
C16 -10.110 24.893 -15.608  1.84
C17 -8.595 24.737 -16.055  -1.64
O15 -10.046 24.818 -14.169  -0.39
H34 -10.632 26.597 -17.025  0.36
H35 -10.429 27.046 -15.366  0.37
H36 -11.868 26.295 -15.839  -0.24
H37 -10.623 24.045 -16.063  -0.62
H38 -8.108 25.542 -15.504  0.34
H39 -8.483 24.724 -17.139  0.12
H40 -8.085 23.921 -15.543  0.40
H41 -9.961 25.725 -13.866  0.18
C18 -15.574 29.204 -14.069  0.64
C19 -16.521 30.311 -14.242  -0.29
C20 -17.436 30.050 -15.380  -1.13
O16 -17.336 30.503 -13.089  -0.60
H42 -15.117 29.315 -13.086  0.53
H43 -14.653 29.182 -14.652  -0.05
H44 -16.010 28.208 -14.145  -0.80
H45 -15.900 31.200 -14.351  0.45
H46 -17.103 29.835 -16.396  0.29
H47 -18.075 30.914 -15.561  0.34
H48 -18.155 29.345 -14.962  0.16
H49 -18.003 29.826 -13.223  0.40
C21 -11.113 25.201 -21.282  -1.70
C22 -11.318 25.689 -19.877  0.48
C23 -12.248 24.821 -19.041  -1.05
O17 -10.064 25.689 -19.299  -0.56
H50 -12.043 25.343 -21.833  0.44
H51 -10.737 24.195 -21.466  0.36
H52 -10.539 25.904 -21.885  0.42
H53 -11.639 26.728 -19.956  0.29
H54 -13.330 24.868 -19.167  0.43
H55 -11.946 24.912 -17.997  0.08
H56 -11.808 23.827 -19.112  0.51
H57 -9.574 24.863 -19.301  0.33
C24 -10.176 22.712 -8.093  -1.59
C25 -9.576 24.061 -8.426  1.39
C26 -9.297 24.930 -7.170  -1.48
O18 -8.331 23.947 -9.119  -0.51
H58 -10.311 22.052 -8.950  0.43
H59 -11.111 22.809 -7.540  0.37
H60 -9.558 22.035 -7.504  0.46
H61 -10.291 24.644 -9.007  -0.33
H62 -8.488 24.490 -6.586  0.35
H63 -10.096 25.235 -6.493  0.35
H64 -8.807 25.842 -7.509  0.33
H65 -8.191 23.014 -9.299  0.30
C27 -11.119 32.217 -14.026  -1.58
C28 -10.998 30.678 -13.936  0.45
C29 -11.602 29.899 -15.047  -0.69
O19 -9.698 30.327 -13.666  -0.50
H66 -12.083 32.634 -14.318  0.34
H67 -10.503 32.589 -14.845  0.42
H68 -10.764 32.604 -13.072  0.38
H69 -11.574 30.385 -13.058  0.18
H70 -11.740 28.848 -14.795  -0.13
H71 -11.035 29.920 -15.978  0.48
H72 -12.569 30.283 -15.375  0.25
H73 -9.242 30.572 -14.474  0.38
C30 -13.938 22.510 -16.250  -1.18
C31 -13.115 22.470 -14.971  1.20
C32 -11.722 21.888 -15.226  -1.58
O20 -12.941 23.829 -14.574  0.04
H74 -14.578 21.635 -16.368  0.43
H75 -13.355 22.576 -17.169  0.29
H76 -14.663 23.324 -16.253  0.00
H77 -13.674 22.102 -14.111  -0.22
H78 -11.399 22.131 -16.238  0.29
H79 -11.612 20.827 -15.003  0.39
H80 -10.996 22.393 -14.588  0.56
H81 -11.992 23.963 -14.628  -0.54

Its charge is +1. The calculation puts the total energy at -145256.4640 eV. For the orbital gap, the calculation gives 6.44 eV.

---

# 4
Entry from the OMol25 dataset: a structure of composition C4H14NOS in a non-equilibrium geometry (ωB97M-V/def2-TZVPD).

Each line ends with the Mulliken charge.
Atoms and positions in Å:
C1 -0.504 -1.731 -0.710  -1.36
C2 -0.288 -0.373 -0.091  0.55
C3 -1.233 -0.098 1.124  -0.94
C4 -1.553 1.411 1.202  -0.52
S1 -2.116 1.906 -0.468  -0.23
N1 1.016 -0.091 0.228  -0.40
H1 0.354 -1.991 -1.329  0.46
H2 -1.383 -1.747 -1.350  0.37
H3 -0.599 -2.475 0.080  0.36
H4 -0.929 0.641 -0.917  -0.16
H5 -2.150 -0.657 0.957  0.36
H6 -0.798 -0.455 2.052  0.37
H7 -0.733 2.062 1.494  0.44
H8 -2.364 1.570 1.911  0.40
H9 -0.206 0.465 -1.956  0.52
H10 1.609 -0.314 -0.565  0.33
H11 -1.884 3.212 -0.248  0.22
H12 1.115 0.891 0.460  0.25
H13 4.523 -1.032 -1.292  0.31
H14 4.291 -0.442 0.103  0.31
O1 3.834 -0.752 -0.685  -0.63

Its charge is +1. The calculation puts the total energy at -18736.9490 eV. Its relative energy (zero: lowest compared OMol25 entry of this formula, charge and spin) is 505.5 kJ/mol. For the orbital gap, the calculation gives 7.23 eV.

---

# 5
Entry from the OMol25 dataset: a cluster of 2 separate species, C4H11NO in total in a non-equilibrium geometry (ωB97M-V/def2-TZVPD).

Each line ends with the Mulliken charge.
Atoms and positions in Å:
C1 0.343 -0.266 1.805  -0.61
C2 -1.165 -0.180 1.547  -0.42
C3 -1.317 0.382 0.087  -0.74
N1 0.022 0.422 -0.520  -0.39
C4 0.974 0.456 0.608  -0.68
H1 0.568 -1.331 1.847  0.27
H2 0.583 0.192 2.761  0.35
H3 -1.678 0.463 2.257  0.30
H4 -1.630 -1.156 1.432  0.24
H5 -1.991 -0.254 -0.479  0.33
H6 -1.723 1.393 0.108  0.27
H7 0.183 -0.444 -1.023  0.43
H8 0.874 1.508 0.912  0.28
H9 1.989 0.225 0.315  0.39
O1 0.884 -0.698 -2.849  -0.67
H10 1.725 -0.559 -3.312  0.31
H11 0.613 0.214 -2.655  0.35

The calculation puts the total energy at -7863.4609 eV. Its relative energy (zero: lowest compared OMol25 entry of this formula, charge and spin) is 105.4 kJ/mol. For the orbital gap, the calculation gives 9.97 eV. Its SMILES is C1CCNC1.O.

---

# 6
Entry from the OMol25 dataset: a structure of composition C20H17BrN3SW (ωB97M-V/def2-TZVPD).

Each line ends with the Mulliken charge.
Atoms and positions in Å:
W1 0.470 1.134 -0.132  1.39
N1 -0.042 0.811 1.929  -0.52
C1 0.360 1.827 2.935  0.77
C2 0.945 1.377 4.104  -0.73
C3 1.235 2.291 5.109  -0.81
C4 0.922 3.631 4.940  -0.80
C5 0.337 4.070 3.761  -0.88
C6 0.052 3.176 2.733  0.64
C7 -0.478 3.631 1.437  0.27
C8 -1.423 4.629 1.243  -0.58
C9 -1.865 4.950 -0.048  -0.79
C10 -1.385 4.307 -1.181  -0.98
C11 -0.410 3.319 -1.017  -1.07
C12 -0.013 2.997 0.282  1.41
H1 0.307 -0.089 2.264  0.39
H2 -1.062 0.723 1.964  0.39
H3 1.147 0.322 4.257  0.39
H4 1.690 1.948 6.028  0.44
H5 1.141 4.342 5.725  0.44
H6 0.126 5.123 3.625  0.51
H7 -1.852 5.145 2.093  0.57
H8 -2.604 5.732 -0.162  0.47
H9 -1.709 4.608 -2.168  0.49
H10 0.092 2.912 -1.907  0.47
Br1 3.027 2.076 0.273  0.09
C13 3.247 0.190 0.244  0.77
C14 4.439 -0.474 0.357  -0.74
C15 4.370 -1.867 0.327  -0.14
C16 3.139 -2.501 0.198  -0.88
C17 1.994 -1.739 0.093  -0.05
N2 2.048 -0.389 0.107  -0.23
H11 5.376 0.055 0.463  0.47
H12 5.280 -2.449 0.409  0.46
H13 3.065 -3.580 0.181  0.45
H14 1.014 -2.190 -0.001  0.55
S1 -2.781 -1.363 -2.200  0.04
C18 -3.500 -0.193 -1.188  -0.38
C19 -2.555 0.535 -0.551  -0.41
N3 -1.257 0.152 -0.860  0.04
C20 -1.256 -0.852 -1.740  -0.12
H15 -4.572 -0.094 -1.115  0.45
H16 -2.731 1.361 0.123  0.35
H17 -0.354 -1.295 -2.140  0.42

Its charge is +3. The calculation puts the total energy at -108160.9650 eV. Its relative energy (zero: lowest compared OMol25 entry of this formula, charge and spin) is 5.8 kJ/mol. As for the spin multiplicity: 3. For the orbital gap (spin up / spin down), the calculation gives 6.48 / 6.59 eV. As for the expectation value of S²: 2.0275.

---

# 7
Entry from the OMol25 dataset: a cluster of 2 separate species, CH3NO4S in total in a non-equilibrium geometry (ωB97M-V/def2-TZVPD).

Each line ends with the Mulliken charge.
Atoms and positions in Å:
C1 1.582 0.419 0.641  -0.44
N1 1.180 -1.660 -0.613  0.36
O1 0.208 -1.126 -1.019  -0.42
O2 -3.572 0.890 -1.522  -0.36
O3 -2.617 0.420 0.666  -0.37
O4 1.932 -0.919 0.205  -0.19
S1 -3.231 -0.080 -0.539  0.74
H1 0.961 0.915 -0.188  0.23
H2 2.655 0.885 0.896  0.19
H3 0.902 0.256 1.471  0.25

The calculation puts the total energy at -21597.1324 eV. Its relative energy (zero: lowest compared OMol25 entry of this formula, charge and spin) is 143.5 kJ/mol. For the orbital gap, the calculation gives 9.53 eV.